1.
Molecular formula: C7H18N2
Method: DFT, ωB97M-V with the def2-TZVPD basis set

Last columns: bonded neighbours and bond lengths (Å).
Element x y z (Å)
1 C -1.725 -0.766 -0.141  C2 1.527, C3 1.542, N4 1.471, H7 1.101
2 C -1.457 -0.251 -1.553  C1 1.527, H12 1.089, H13 1.092, H14 1.089
3 C -0.821 -0.142 0.941  C1 1.542, N5 1.451, C6 1.419, C18 1.757
4 N -3.107 -0.432 0.236  C1 1.471, H8 1.013, H9 1.014
5 N -0.935 1.303 0.963  C3 1.451, H10 1.013, H11 1.016
6 C -0.738 -0.870 2.157  C3 1.419, H15 1.083, H16 1.083
7 H -1.541 -1.851 -0.123  C1 1.101
8 H -3.767 -0.798 -0.440  N4 1.013
9 H -3.322 -0.823 1.148  N4 1.014
10 H -0.562 1.677 1.828  N5 1.013
11 H -1.923 1.536 0.926  N5 1.016
12 H -0.496 -0.604 -1.924  C2 1.089
13 H -2.231 -0.612 -2.234  C2 1.092
14 H -1.466 0.838 -1.571  C2 1.089
15 H -0.850 -1.947 2.168  C6 1.083
16 H -0.463 -0.371 3.078  C6 1.083
17 C 2.636 0.056 -1.111  C19 1.497, H20 1.083, H21 1.086
18 C 0.844 -0.476 0.488  C3 1.757, H23 1.178, H24 1.081, H25 1.082
19 C 3.125 1.437 -0.807  C17 1.497, H22 1.099, H26 1.093, H27 1.093
20 H 3.210 -0.766 -0.700  C17 1.083
21 H 2.342 -0.144 -2.137  C17 1.086
22 H 4.098 1.642 -1.277  C19 1.099
23 H 1.010 0.148 -0.497  C18 1.178
24 H 1.494 -0.055 1.241  C18 1.081
25 H 0.960 -1.523 0.240  C18 1.082
26 H 2.433 2.204 -1.165  C19 1.093
27 H 3.252 1.591 0.268  C19 1.093

The calculation puts the energy at -10526.442 eV. Its net charge is 0. For the largest force on an atom, the calculation gives 3.20 eV/A. For the gap between HOMO and LUMO (alpha / beta), the calculation gives 0.282 / 0.298 hartree. For the LUMO energy (alpha / beta), the calculation gives 0.62 / 1.01 eV.

Want to see where the charge sits? The natural (NBO) charges in e are:
1 C -0.05
2 C -0.62
3 C 0.09
4 N -0.85
5 N -0.85
6 C -0.40
7 H 0.17
8 H 0.36
9 H 0.37
10 H 0.36
11 H 0.38
12 H 0.21
13 H 0.20
14 H 0.23
15 H 0.19
16 H 0.19
17 C -0.38
18 C -0.59
19 C -0.67
20 H 0.18
21 H 0.18
22 H 0.22
23 H 0.27
24 H 0.21
25 H 0.21
26 H 0.21
27 H 0.20

2.
Molecular formula: C7H18N2O
Method: DFT, ωB97M-V with the def2-TZVPD basis set

Last columns: bonded neighbours and bond lengths (Å).
Element x y z (Å)
1 C -2.251 -1.454 -0.379  C2 1.527, H8 1.089, H9 1.086, H10 1.088
2 C -1.933 0.019 -0.631  C1 1.527, N3 1.460, C4 1.537, H11 1.107
3 N -1.774 0.701 0.650  C2 1.460, H12 1.015, H13 1.014
4 C -0.688 0.221 -1.511  C2 1.537, N5 1.425, C6 1.701, H14 1.093
5 N -0.239 1.573 -1.481  C4 1.425, H15 1.015, H16 1.042
6 C 0.585 -0.836 -1.114  C4 1.701, O7 1.405, H17 1.091, H18 1.090
7 O 1.811 -0.316 -1.561  C6 1.405, H19 0.966
8 H -3.233 -1.549 0.082  C1 1.089
9 H -1.517 -1.892 0.291  C1 1.086
10 H -2.256 -2.008 -1.315  C1 1.088
11 H -2.771 0.448 -1.212  C2 1.107
12 H -1.740 1.704 0.499  N3 1.015
13 H -2.580 0.512 1.237  N3 1.014
14 H -0.943 -0.041 -2.541  C4 1.093
15 H 0.458 1.714 -2.205  N5 1.015
16 H 0.217 1.773 -0.566  N5 1.042
17 H 0.376 -1.709 -1.732  C6 1.091
18 H 0.585 -1.227 -0.096  C6 1.090
19 H 2.049 0.431 -0.996  O7 0.966
20 C 1.429 1.509 1.245  C21 1.336, H23 1.079, H24 1.079
21 C 1.194 0.254 1.638  C20 1.336, C22 1.497, H25 1.081
22 C 2.264 -0.784 1.780  C21 1.497, H26 1.089, H27 1.092, H28 1.090
23 H 0.692 2.284 1.389  C20 1.079
24 H 2.420 1.829 0.960  C20 1.079
25 H 0.239 0.004 2.077  C21 1.081
26 H 2.558 -0.853 2.826  C22 1.089
27 H 1.906 -1.772 1.485  C22 1.092
28 H 3.142 -0.535 1.185  C22 1.090

The calculation puts the energy at -12577.317 eV. Its net charge is 0. For the largest force on an atom, the calculation gives 2.87 eV/A. As for the structure (SMILES): C[C@@H](N)[C@@H](N)CO.C=CC. For the gap between HOMO and LUMO, the calculation gives 0.355 hartree. For the LUMO energy, the calculation gives 1.00 eV.

Want to see where the charge sits? The natural (NBO) charges in e are:
1 C -0.62
2 C -0.05
3 N -0.86
4 C -0.05
5 N -0.86
6 C -0.09
7 O -0.72
8 H 0.21
9 H 0.21
10 H 0.21
11 H 0.17
12 H 0.37
13 H 0.36
14 H 0.19
15 H 0.37
16 H 0.37
17 H 0.17
18 H 0.16
19 H 0.47
20 C -0.49
21 C -0.13
22 C -0.66
23 H 0.21
24 H 0.19
25 H 0.22
26 H 0.23
27 H 0.21
28 H 0.21